# C39H43ClP2Si2Ti

A structure of composition C39H43ClP2Si2Ti at a distorted geometry (ωB97M-V/def2-TZVPD, the Open Molecules 2025 dataset).

```
88
Properties=species:S:1:pos:R:3:mulliken_spin:R:1
C -3.01 0.78 1.78 -0.0490
C -2.91 0.88 0.37 -0.0314
C -3.08 -0.47 -0.21 0.0347
H -2.82 1.77 -0.24 0.0016
C -3.28 -1.38 0.93 -0.0041
C -3.26 -0.60 2.12 0.1034
H -3.47 -0.97 3.13 -0.0018
H -2.94 1.61 2.47 -0.0196
H -3.51 -0.65 -1.21 0.0109
H -3.51 -2.44 0.80 0.0020
Ti -1.29 -0.39 0.99 1.4041
Si 3.09 0.09 -1.40 0.0142
C 2.23 1.70 -1.80 0.0175
C 2.84 2.59 -2.69 -0.0022
H 3.75 2.29 -3.20 -0.0001
C 2.27 3.84 -2.93 0.0006
H 2.77 4.54 -3.60 0.0002
C 1.04 4.18 -2.34 0.0020
H 0.55 5.12 -2.58 0.0002
C 0.42 3.28 -1.47 0.0199
H -0.56 3.51 -1.03 0.0085
C 1.02 2.06 -1.22 0.0162
H 0.48 1.33 -0.61 -0.0285
C 1.99 -1.34 -1.01 0.0285
C 0.65 -1.22 -0.42 -0.1570
H 0.64 -0.47 0.42 0.0930
C -0.11 -2.43 -0.16 0.0490
H -0.78 -2.39 0.75 0.0141
C 0.38 -3.68 -0.61 -0.0209
H -0.27 -4.57 -0.58 -0.0006
C 1.71 -3.78 -1.02 0.0428
H 2.15 -4.76 -1.22 0.0048
C 2.52 -2.63 -1.18 -0.0098
H 3.56 -2.76 -1.50 -0.0008
H -0.13 1.07 1.53 0.2734
Si -1.22 -0.87 -1.40 -0.2500
C -1.14 -2.00 -2.95 0.0112
C -2.28 -2.45 -3.62 0.0264
H -3.27 -2.30 -3.18 -0.0007
C -2.16 -3.06 -4.89 -0.0017
H -3.06 -3.32 -5.43 0.0000
C -0.90 -3.33 -5.43 0.0041
H -0.78 -3.85 -6.39 0.0003
C 0.24 -2.94 -4.73 -0.0026
H 1.24 -3.16 -5.11 -0.0004
C 0.11 -2.25 -3.52 -0.0001
H 1.01 -1.89 -3.02 -0.0020
C -1.50 0.67 -2.60 0.0219
C -2.68 1.42 -2.65 0.0067
H -3.55 1.17 -2.03 -0.0030
C -2.79 2.54 -3.48 0.0018
H -3.67 3.17 -3.39 -0.0003
C -1.79 2.80 -4.42 -0.0013
H -1.89 3.64 -5.11 0.0000
C -0.69 1.95 -4.51 0.0026
H 0.09 2.11 -5.25 -0.0002
C -0.56 0.88 -3.62 0.0072
H 0.27 0.18 -3.74 -0.0034
H 3.83 -0.24 -2.53 0.0006
Cl 4.33 0.48 0.19 0.0010
C -0.47 2.55 3.77 0.0044
P 0.66 1.74 2.65 0.1659
C 1.73 2.96 1.94 0.0203
C 1.71 0.60 3.59 0.0171
C 2.95 1.00 4.09 0.0059
C 3.63 0.18 5.01 -0.0094
C 3.06 -1.02 5.43 0.0220
C 1.85 -1.46 4.88 -0.0170
C 1.17 -0.67 3.96 0.0519
P -0.54 -1.06 3.37 0.0786
C -0.66 -2.86 3.59 0.0108
C -1.39 -0.49 4.91 0.0056
H -0.57 3.60 3.47 0.0019
H -0.09 2.51 4.80 -0.0001
H -1.46 2.08 3.73 -0.0051
H 2.15 3.59 2.74 0.0054
H 2.55 2.50 1.38 -0.0058
H 1.13 3.58 1.27 0.0067
H 3.38 1.96 3.78 0.0028
H 4.60 0.51 5.39 -0.0014
H 3.56 -1.63 6.18 0.0020
H 1.45 -2.42 5.19 0.0013
H -0.78 -3.07 4.67 -0.0010
H -1.53 -3.25 3.05 0.0012
H 0.26 -3.33 3.22 0.0019
H -2.43 -0.18 4.73 0.0004
H -0.84 0.35 5.36 0.0006
H -1.37 -1.33 5.61 -0.0009
```

Properties
**Calculated total energy**: -4083.0539 a.u.
**Multiplicity**: 3
**Energy above the lowest of the compared OMol25 structures with the same formula, charge and spin**: 0.0 kcal per mole
**E_HOMO (alpha / beta)**: -0.1706 / -0.1766 Eh
**⟨S²⟩**: 2.0291
**Strongest force on any atom**: 3.20 eV/Å
**Lowest unoccupied orbital energy (alpha / beta)**: -0.050 / -0.039 eV



# C39H43ClP2Si2Ti

A structure of composition C39H43ClP2Si2Ti at a distorted geometry (ωB97M-V/def2-TZVPD, the Open Molecules 2025 dataset).

```
88
Properties=species:S:1:pos:R:3:mulliken_spin:R:1
C -0.40 1.08 0.73 -0.0533
C 0.78 1.83 0.38 0.0739
C 0.41 2.74 -0.67 -0.0042
H 1.75 1.80 0.88 -0.0183
C -0.98 2.55 -0.96 -0.0041
C -1.48 1.53 -0.09 0.0224
H -2.52 1.24 0.03 0.0019
H -0.50 0.39 1.57 0.0043
H 1.06 3.51 -1.09 0.0110
H -1.59 3.13 -1.65 0.0061
Ti 0.14 0.70 -1.41 1.0735
Si 3.54 -1.46 -4.40 0.0054
C 4.54 -0.86 -2.92 0.0145
C 5.88 -1.29 -2.81 -0.0006
H 6.24 -2.11 -3.44 0.0001
C 6.76 -0.66 -1.92 0.0003
H 7.80 -1.00 -1.86 0.0000
C 6.32 0.42 -1.15 0.0001
H 7.02 0.96 -0.53 -0.0001
C 4.99 0.84 -1.23 -0.0083
H 4.65 1.71 -0.68 -0.0012
C 4.10 0.19 -2.09 -0.1607
H 3.08 0.57 -2.17 0.1498
C 0.97 3.63 -3.67 0.0243
C 1.57 4.82 -3.20 0.0378
H 2.65 4.87 -3.04 0.0016
C 0.79 5.97 -3.00 -0.0010
H 1.28 6.88 -2.66 0.0002
C -0.58 5.96 -3.27 0.0022
H -1.18 6.87 -3.14 0.0001
C -1.19 4.78 -3.71 0.0053
H -2.26 4.76 -3.92 0.0009
C -0.42 3.63 -3.88 0.0125
H -0.92 2.72 -4.24 -0.0343
H 2.83 -0.33 -5.07 -0.0083
Si 1.96 2.16 -4.36 -0.0821
C 1.71 2.87 -6.19 -0.0200
C 2.52 3.90 -6.70 -0.0166
H 3.50 4.13 -6.25 -0.0021
C 2.10 4.71 -7.78 -0.0014
H 2.73 5.54 -8.11 -0.0003
C 0.89 4.43 -8.40 -0.0004
H 0.53 5.08 -9.21 -0.0001
C 0.12 3.35 -7.98 -0.0020
H -0.81 3.11 -8.48 -0.0001
C 0.54 2.55 -6.90 -0.0025
H -0.06 1.68 -6.60 0.0020
C 3.91 2.38 -4.46 -0.0391
C 4.73 3.19 -3.65 -0.0021
H 4.30 3.79 -2.86 -0.0017
C 6.12 3.23 -3.88 0.0046
H 6.73 3.92 -3.30 0.0001
C 6.72 2.38 -4.80 -0.0062
H 7.80 2.35 -4.92 -0.0003
C 5.92 1.55 -5.59 0.0027
H 6.36 0.85 -6.31 0.0001
C 4.53 1.66 -5.50 -0.0060
H 3.93 1.14 -6.25 -0.0040
H 4.37 -2.12 -5.35 -0.0012
Cl 1.95 -2.78 -4.17 -0.0014
C -3.40 -0.56 -1.70 0.0040
P -1.66 -1.07 -1.66 0.0051
C -1.61 -2.28 -3.02 0.0032
C -1.62 -2.21 -0.18 -0.0043
C -2.74 -2.93 0.23 -0.0075
C -2.66 -3.75 1.36 0.0000
C -1.46 -3.88 2.05 0.0008
C -0.32 -3.19 1.62 -0.0033
C -0.40 -2.33 0.52 0.0210
P 1.07 -1.36 -0.09 0.0122
C 1.95 -1.02 1.47 0.0004
C 2.12 -2.70 -0.72 -0.0080
H -3.49 0.33 -2.33 0.0020
H -3.76 -0.32 -0.69 0.0016
H -4.02 -1.36 -2.12 -0.0013
H -0.85 -3.05 -2.83 0.0006
H -2.60 -2.74 -3.12 -0.0008
H -1.36 -1.76 -3.95 -0.0021
H -3.69 -2.87 -0.31 0.0002
H -3.54 -4.30 1.70 -0.0003
H -1.38 -4.52 2.93 0.0002
H 0.62 -3.31 2.14 0.0001
H 2.44 -1.93 1.83 0.0003
H 2.73 -0.26 1.28 -0.0006
H 1.28 -0.65 2.26 0.0023
H 3.00 -2.26 -1.22 0.0020
H 1.56 -3.31 -1.43 0.0005
H 2.45 -3.31 0.13 -0.0023
```

Properties
**Charge**: +1
**Calculated total energy**: -4083.0336 a.u.
**Multiplicity**: 2
**Energy above the lowest of the compared OMol25 structures with the same formula, charge and spin**: 4.9 kcal per mole
**E_HOMO (alpha / beta)**: -0.3275 / -0.3352 Eh
**⟨S²⟩**: 0.8630
**Strongest force on any atom**: 3.92 eV/Å
**Lowest unoccupied orbital energy (alpha / beta)**: -3.940 / -3.722 eV



# C39H43F5O3

A cluster of 8 separate species, C39H43F5O3 in total at a distorted geometry (ωB97M-V/def2-TZVPD, the Open Molecules 2025 dataset).

```
90
Properties=species:S:1:pos:R:3:mulliken_spin:R:1
F 6.10 -3.13 4.76 0.0000
C 4.76 -3.06 4.90 0.0000
C 4.03 -3.22 3.74 0.0000
C 2.67 -3.08 3.83 -0.0003
C 2.10 -2.93 5.05 0.0000
C 2.82 -2.82 6.27 0.0000
C 4.15 -2.93 6.16 0.0000
H 4.57 -3.26 2.81 0.0000
H 2.12 -3.07 2.90 0.0005
H 1.02 -2.87 5.03 0.0000
H 2.31 -2.69 7.21 0.0000
H 4.78 -2.97 7.04 0.0000
F -2.86 1.68 -0.89 0.0001
C -3.23 2.96 -0.84 0.0000
C -3.69 3.47 -1.97 0.0000
C -4.19 4.80 -1.98 0.0000
C -4.11 5.54 -0.77 0.0000
C -3.72 4.96 0.39 0.0000
C -3.21 3.67 0.39 0.0000
H -3.71 2.90 -2.89 0.0000
H -4.58 5.25 -2.88 0.0000
H -4.50 6.55 -0.78 0.0000
H -3.72 5.58 1.28 0.0000
H -2.86 3.31 1.34 0.0000
F 1.91 2.80 -1.68 0.0000
C 1.72 3.83 -0.81 0.0000
C 2.73 4.48 -0.10 0.0000
C 2.36 5.53 0.74 0.0000
C 0.99 5.80 0.96 0.0000
C 0.03 5.07 0.34 0.0000
C 0.34 4.08 -0.58 0.0000
H 3.78 4.31 -0.28 0.0000
H 3.05 6.17 1.28 0.0000
H 0.74 6.68 1.54 0.0000
H -0.99 5.41 0.43 0.0000
H -0.50 3.64 -1.09 0.0000
F 5.37 1.56 -2.38 0.0000
C 4.88 0.32 -2.64 0.0000
C 4.20 -0.39 -1.63 0.0000
C 3.62 -1.66 -1.85 0.0000
C 3.88 -2.24 -3.10 0.0001
C 4.62 -1.61 -4.16 0.0000
C 5.07 -0.29 -3.86 0.0000
H 4.16 0.01 -0.62 0.0000
H 3.18 -2.08 -0.96 0.0000
H 3.50 -3.22 -3.33 0.0001
H 4.68 -2.11 -5.12 0.0000
H 5.58 0.24 -4.65 0.0000
F -2.89 -7.70 -1.65 0.0685
C -2.18 -6.64 -1.14 0.2879
C -1.89 -5.52 -1.98 0.0717
C -1.19 -4.46 -1.54 0.0814
C -0.82 -4.46 -0.14 0.0903
C -1.17 -5.46 0.73 0.0319
C -1.83 -6.55 0.21 0.1646
H -2.19 -5.43 -3.01 0.0006
H -1.05 -3.60 -2.18 0.0133
H -0.24 -3.64 0.28 0.1827
H -0.87 -5.41 1.76 0.0022
H -2.04 -7.33 0.93 -0.0002
C 0.49 0.40 -0.17 -0.0001
C 0.73 -0.37 1.10 0.0014
O 1.26 -1.51 1.20 0.0030
C 0.27 0.31 2.39 0.0001
H 1.42 0.90 -0.43 0.0000
H -0.32 1.11 -0.02 -0.0002
H 0.17 -0.33 -0.91 -0.0001
H 1.14 0.79 2.83 0.0000
H -0.10 -0.38 3.15 0.0000
H -0.42 1.10 2.09 0.0000
C -3.00 -1.35 2.26 0.0001
C -3.94 -0.35 2.93 0.0005
O -4.57 -0.63 3.96 0.0006
C -3.90 1.05 2.36 0.0001
H -3.03 -2.24 2.88 0.0000
H -1.95 -1.08 2.39 -0.0024
H -3.29 -1.57 1.23 0.0015
H -4.74 1.04 1.66 0.0000
H -2.92 1.25 1.92 0.0001
H -4.08 1.85 3.08 0.0000
C -1.02 0.15 -3.36 -0.0004
C -1.48 0.10 -4.85 0.0001
O -0.82 -0.54 -5.60 0.0000
C -2.52 1.05 -5.33 0.0000
H -0.51 1.11 -3.41 0.0000
H -0.35 -0.69 -3.17 0.0001
H -1.76 0.04 -2.57 0.0002
H -2.39 2.06 -4.93 0.0000
H -3.55 0.79 -5.08 0.0000
H -2.38 1.14 -6.41 0.0000
```

Properties
**Charge**: +1
**Calculated total energy**: -2236.5092 a.u.
**Multiplicity**: 2
**E_HOMO (alpha / beta)**: -0.3950 / -0.3950 Eh
**⟨S²⟩**: 0.7667
**Strongest force on any atom**: 3.96 eV/Å
**Lowest unoccupied orbital energy (alpha / beta)**: -4.580 / -8.613 eV



# C39H43GeInN2PSeSi

A structure of composition C39H43GeInN2PSeSi (ωB97M-V/def2-TZVPD, the Open Molecules 2025 dataset).

```
89
Properties=species:S:1:pos:R:3:mulliken_spin:R:1
In 0.05 -0.25 1.08 0.3160
C 0.84 5.60 1.64 0.0018
Si -0.53 4.67 2.47 0.0008
C -0.35 4.66 4.32 0.0009
C -2.21 5.21 1.91 0.0022
C -0.35 2.89 1.93 0.0263
C -0.23 1.72 1.59 0.1366
H 0.81 6.67 1.87 0.0003
H 0.78 5.49 0.55 -0.0005
H 1.81 5.22 1.96 -0.0003
H -0.40 5.67 4.72 -0.0001
H 0.61 4.23 4.61 0.0001
H -1.15 4.08 4.78 0.0001
H -2.39 6.26 2.15 0.0000
H -2.99 4.62 2.41 -0.0001
H -2.31 5.08 0.83 -0.0013
C 1.58 -4.41 1.62 -0.0002
N 2.35 -3.66 0.64 0.0068
C 2.72 -2.38 0.71 0.0076
Se 2.33 -1.13 2.08 0.0575
N 3.44 -2.08 -0.37 -0.0007
C 3.55 -3.20 -1.19 -0.0011
C 4.17 -3.40 -2.42 -0.0008
C 4.05 -4.66 -2.96 0.0001
C 3.35 -5.69 -2.31 0.0001
C 2.73 -5.48 -1.09 -0.0003
C 2.85 -4.21 -0.55 -0.0011
H 1.23 -3.72 2.38 0.0004
H 2.21 -5.18 2.07 -0.0001
H 0.73 -4.88 1.12 0.0002
H 3.87 -1.18 -0.51 0.0051
H 4.72 -2.62 -2.92 0.0005
H 4.52 -4.88 -3.91 0.0000
H 3.29 -6.66 -2.77 0.0000
H 2.20 -6.28 -0.58 0.0000
C -1.40 -2.80 3.68 -0.0028
P -1.53 -1.19 2.86 0.0453
C -1.47 0.01 4.21 0.0070
C -3.17 -1.10 2.13 -0.0207
C -4.25 -0.50 2.78 0.0007
C -5.49 -0.47 2.17 0.0004
C -5.67 -1.03 0.92 0.0000
C -4.61 -1.63 0.26 0.0079
C -3.36 -1.66 0.86 0.0375
H -2.23 -2.85 4.39 0.0002
H -0.46 -2.89 4.21 -0.0003
H -1.50 -3.61 2.96 0.0015
H -2.10 -0.32 5.03 0.0017
H -1.79 0.99 3.85 -0.0008
H -0.45 0.11 4.57 -0.0020
H -4.12 -0.06 3.76 0.0003
H -6.33 0.00 2.68 0.0001
H -6.65 -1.01 0.45 -0.0001
H -4.75 -2.07 -0.72 0.0004
H -2.53 -2.12 0.34 -0.0171
C 4.96 1.21 -1.61 0.0203
C 4.18 1.81 -0.63 -0.0117
C 2.80 1.65 -0.64 -0.0109
C 2.20 0.87 -1.63 0.0708
C 2.99 0.26 -2.61 0.0383
C 4.36 0.44 -2.61 -0.0035
Ge 0.31 0.66 -1.72 0.1276
C -0.75 2.22 -1.75 0.0189
C -0.13 3.46 -1.96 0.0285
C -0.90 4.60 -2.06 -0.0026
C -2.28 4.53 -1.93 0.0176
C -2.90 3.30 -1.71 0.0027
C -2.14 2.15 -1.63 0.0357
C -0.30 -0.86 -2.68 0.0230
C 0.25 -2.13 -2.43 -0.0050
C -0.13 -3.22 -3.19 -0.0060
C -1.07 -3.06 -4.21 0.0296
C -1.63 -1.81 -4.46 0.0001
C -1.25 -0.71 -3.70 0.0294
H 6.03 1.34 -1.61 0.0005
H 4.65 2.41 0.14 0.0002
H 2.20 2.14 0.12 -0.0052
H 2.53 -0.34 -3.39 0.0028
H 4.97 0.00 -3.38 0.0005
H 0.95 3.52 -2.06 0.0002
H -0.42 5.56 -2.24 0.0008
H -2.87 5.43 -2.00 -0.0001
H -3.97 3.25 -1.61 0.0006
H -2.63 1.20 -1.46 -0.0082
H 0.99 -2.25 -1.65 -0.0162
H 0.31 -4.19 -3.00 0.0006
H -1.37 -3.91 -4.80 0.0008
H -2.35 -1.69 -5.25 0.0005
H -1.69 0.26 -3.90 0.0036
```

Properties
**Charge**: +2
**Calculated total energy**: -6920.2863 a.u.
**Multiplicity**: 2
**Energy above the lowest of the compared OMol25 structures with the same formula, charge and spin**: 0.0 kcal per mole
**E_HOMO (alpha / beta)**: -0.4805 / -0.5110 Eh
**⟨S²⟩**: 0.7544
**Strongest force on any atom**: 0.64 eV/Å
**Lowest unoccupied orbital energy (alpha / beta)**: -5.772 / -7.921 eV